{
  "formula": "C49H47CrFN4P2Si",
  "method": "ωB97M-V/def2-TZVPD",
  "e_homo_ev": [-9.4, -9.6],
  "lumo_ev": [-3.1, -3.3],
  "energy_ha": -4230.80192,
  "spin_multiplicity": 4,
  "charge": 1,
  "s_squared": 3.89,
  "symbols": ["Cr", "C", "P", "C", "C", "C", "C", "C", "C", "C", "C", "C", "C", "C", "C", "C", "C", "C", "C", "C", "P", "C", "C", "C", "C", "C", "C", "C", "C", "C", "C", "C", "C", "N", "H", "H", "H", "H", "H", "H", "H", "H", "H", "H", "H", "H", "H", "H", "H", "H", "H", "H", "H", "H", "H", "H", "H", "H", "H", "H", "C", "C", "C", "C", "N", "C", "C", "C", "C", "C", "C", "N", "H", "H", "H", "H", "H", "H", "H", "H", "C", "Si", "C", "C", "N", "C", "C", "C", "C", "C", "C", "F", "H", "H", "H", "H", "H", "H", "H", "H", "H", "H", "H", "H", "H"],
  "xyz": [[0.158, -0.162, 0.239], [-2.858, -0.570, -1.904], [-1.748, -1.629, 0.966], [-1.728, -2.227, 2.715], [-1.667, -3.601, 2.947], [-1.684, -4.109, 4.238], [-1.750, -3.247, 5.322], [-1.838, -1.879, 5.107], [-1.840, -1.374, 3.815], [-3.538, -1.206, 0.976], [-4.394, -2.123, 0.364], [-5.770, -1.964, 0.437], [-6.308, -0.877, 1.110], [-5.466, 0.053, 1.702], [-4.090, -0.109, 1.636], [-1.677, -0.876, -2.452], [-1.481, -1.401, -3.791], [-0.148, -1.428, -4.006], [0.464, -0.934, -2.807], [1.902, -0.814, -2.465], [1.807, -1.666, -0.816], [3.418, -1.995, 0.011], [4.106, -3.203, -0.075], [5.261, -3.407, 0.668], [5.737, -2.417, 1.512], [5.056, -1.212, 1.611], [3.909, -1.008, 0.869], [1.339, -3.313, -1.478], [2.136, -3.898, -2.468], [1.785, -5.116, -3.023], [0.631, -5.766, -2.604], [-0.175, -5.184, -1.639], [0.176, -3.962, -1.079], [-0.414, -0.641, -1.869], [-2.937, -0.094, -0.939], [-3.774, -0.781, -2.439], [-1.612, -4.279, 2.102], [-1.642, -5.179, 4.399], [-1.749, -3.642, 6.330], [-1.909, -1.199, 5.948], [-1.935, -0.306, 3.665], [-3.968, -2.971, -0.159], [-6.424, -2.691, -0.027], [-7.381, -0.755, 1.171], [-5.882, 0.906, 2.224], [-3.446, 0.620, 2.111], [-2.277, -1.681, -4.464], [0.375, -1.738, -4.896], [2.170, 0.228, -2.324], [2.548, -1.281, -3.204], [3.746, -4.001, -0.705], [5.787, -4.349, 0.583], [6.634, -2.585, 2.094], [5.418, -0.431, 2.269], [3.380, -0.068, 0.950], [3.033, -3.397, -2.814], [2.407, -5.557, -3.791], [0.358, -6.718, -3.038], [-1.089, -5.673, -1.327], [-0.480, -3.492, -0.354], [1.980, -2.830, 3.202], [2.377, -1.920, 4.170], [1.980, -0.606, 4.041], [1.224, -0.221, 2.939], [0.975, -1.073, 1.921], [1.311, -2.357, 2.097], [0.473, 1.023, 2.872], [0.443, 1.951, 3.908], [-0.496, 2.961, 3.899], [-1.434, 2.971, 2.878], [-1.337, 2.024, 1.879], [-0.372, 1.100, 1.824], [2.206, -3.882, 3.291], [2.962, -2.239, 5.021], [2.222, 0.115, 4.808], [1.021, -3.045, 1.314], [1.137, 1.857, 4.731], [-0.527, 3.697, 4.690], [-2.232, 3.699, 2.851], [-2.085, 1.997, 1.103], [4.554, 0.816, -1.336], [3.223, 2.005, -0.645], [4.131, 2.677, 0.891], [3.203, 3.241, -2.096], [1.541, 1.608, -0.246], [0.775, 2.767, -0.278], [1.234, 4.084, -0.028], [0.429, 5.199, -0.170], [-0.895, 5.094, -0.571], [-1.405, 3.827, -0.798], [-0.578, 2.745, -0.626], [-1.131, 1.496, -0.780], [5.313, 0.621, -0.578], [5.050, 1.348, -2.150], [4.243, -0.145, -1.730], [4.978, 3.280, 0.553], [4.542, 1.860, 1.490], [3.523, 3.295, 1.552], [4.063, 3.912, -2.015], [2.312, 3.861, -2.159], [3.308, 2.710, -3.045], [2.259, 4.234, 0.273], [0.853, 6.176, 0.029], [-1.517, 5.969, -0.697], [-2.431, 3.670, -1.108]],
  "forces_ev_per_angstrom": [[0.3516, -0.1326, 0.6111], [0.2915, 0.0723, -0.1889], [0.0450, -0.8400, -0.0761], [0.1370, 0.3255, -0.0215], [0.0691, 0.0414, -0.0582], [0.0369, -0.0347, 0.0193], [-0.0045, -0.0636, 0.0551], [0.0014, 0.1311, 0.0009], [0.1315, -0.1162, 0.0712], [0.0674, 0.2029, 0.0256], [-0.0497, 0.0490, 0.0716], [-0.0067, -0.0006, -0.0213], [-0.0620, -0.0042, -0.0259], [0.0210, 0.0942, 0.0213], [-0.0702, -0.0710, -0.0789], [-0.5466, 0.0759, 0.1144], [0.3275, -0.1039, -0.0950], [-0.3363, -0.0929, -0.5236], [-0.2922, 0.4229, 0.7634], [0.0699, -0.1314, 0.1057], [0.7325, -0.8097, -0.6275], [-0.1106, 0.2207, -0.1076], [-0.0260, 0.0042, 0.0032], [-0.0045, -0.0622, -0.0257], [0.0369, 0.0094, 0.0447], [0.0061, 0.0172, 0.0783], [-0.1678, -0.1098, -0.0280], [0.0159, -0.0126, 0.0415], [-0.0992, 0.0203, -0.0196], [0.0522, 0.0013, -0.0574], [-0.0676, -0.0159, 0.0286], [0.0029, -0.0472, -0.0314], [0.0552, 0.1091, 0.0937], [-0.0095, 0.0338, -0.7219], [-0.0005, 0.0516, -0.1813], [-0.0020, 0.0040, -0.0008], [0.0066, 0.0130, -0.0050], [0.0002, 0.0145, -0.0092], [-0.0194, 0.0141, -0.0089], [-0.0188, -0.0323, 0.0018], [0.0224, 0.0328, -0.0046], [-0.0103, -0.0223, 0.0153], [0.0035, 0.0027, -0.0019], [0.0061, 0.0089, 0.0041], [-0.0150, -0.0127, -0.0020], [-0.0549, -0.0720, 0.0561], [0.0216, 0.0069, -0.0006], [0.0311, 0.0081, 0.0184], [-0.0426, 0.0499, -0.0371], [0.0536, -0.0308, 0.0514], [-0.0045, -0.0210, 0.0128], [-0.0043, 0.0054, 0.0159], [-0.0016, 0.0051, -0.0138], [0.0061, -0.0012, -0.0113], [-0.0556, 0.0030, 0.1404], [0.0198, -0.0359, -0.0034], [0.0139, 0.0013, 0.0203], [0.0007, 0.0103, -0.0105], [0.0089, 0.0011, 0.0139], [-0.0268, -0.0373, -0.0445], [0.1182, 0.0998, 0.2283], [0.0196, -0.2306, -0.1287], [-0.1004, 0.3365, -0.0849], [0.4265, -0.6790, -0.0612], [0.1560, 0.2660, 0.9155], [-0.0647, -0.0694, -0.2862], [-0.4740, 0.6757, 0.0458], [0.3004, -0.2774, -0.0833], [-0.2271, 0.0529, -0.2078], [0.1277, 0.0707, 0.2819], [-0.0790, 0.0995, -0.1208], [-0.3490, 0.3695, 0.6796], [-0.0161, -0.0103, -0.0612], [-0.0299, 0.0129, 0.0245], [-0.0270, -0.0352, 0.0086], [-0.0170, 0.0201, -0.0532], [-0.0105, 0.0428, -0.0106], [0.0164, -0.0047, 0.0094], [-0.0086, -0.0120, -0.0338], [0.1187, -0.0533, -0.0072], [-0.2021, -0.1427, 0.1234], [0.2768, 0.6428, -0.1652], [-0.1055, 0.0311, -0.2604], [-0.0635, 0.0439, 0.2448], [0.0803, -0.8234, -0.0902], [-0.0844, 0.2719, -0.1426], [-0.1268, -0.1511, 0.1976], [-0.0185, 0.1299, 0.0411], [0.0169, -0.0140, 0.0365], [-0.0940, 0.0097, -0.0542], [0.2656, 0.1867, -0.0996], [-0.3944, 0.2155, -0.3342], [-0.0233, -0.0382, 0.0134], [-0.1040, 0.0824, 0.0117], [0.0558, -0.0908, -0.0552], [0.0322, -0.0159, 0.0551], [-0.0113, -0.0323, -0.0121], [-0.0069, -0.0344, 0.0111], [0.0256, -0.0153, -0.0299], [0.0605, -0.0004, -0.0678], [0.0076, -0.0892, 0.0450], [-0.0218, 0.0495, 0.0011], [0.0086, -0.0121, -0.0017], [0.0065, 0.0078, -0.0127], [0.0033, -0.0358, 0.0335]]
}

=====

{
  "formula": "C49H47Ge2N5O4PS3Sn",
  "method": "ωB97M-V/def2-TZVPD",
  "e_homo_ev": [-6.8, -7.5],
  "lumo_ev": [-0.2, -1.7],
  "energy_ha": -8374.19401,
  "spin_multiplicity": 2,
  "s_squared": 0.76,
  "symbols": ["Sn", "C", "C", "N", "N", "C", "N", "S", "C", "C", "C", "C", "C", "N", "H", "H", "H", "H", "H", "H", "H", "H", "H", "H", "O", "C", "O", "C", "C", "C", "C", "C", "C", "P", "C", "C", "C", "C", "C", "C", "C", "C", "C", "C", "C", "C", "H", "H", "H", "H", "H", "H", "H", "H", "H", "H", "H", "H", "H", "H", "C", "Ge", "C", "C", "Ge", "C", "C", "C", "C", "C", "C", "C", "C", "C", "C", "C", "C", "H", "H", "H", "H", "H", "H", "H", "H", "H", "H", "H", "H", "H", "H", "H", "H", "H", "H", "H", "O", "S", "O", "N", "C", "S", "C", "C", "C", "C", "C", "C", "H", "H", "H", "H"],
  "xyz": [[-0.306, -0.193, 0.069], [-3.204, -2.889, 3.209], [-3.055, -1.941, 2.053], [-2.387, -0.852, 2.085], [-1.731, -0.441, 3.188], [-1.091, 0.769, 3.197], [-0.386, 1.051, 4.307], [-1.271, 1.879, 1.969], [-3.632, -2.329, 0.746], [-4.316, -3.534, 0.598], [-4.677, -3.961, -0.668], [-4.364, -3.167, -1.757], [-3.733, -1.958, -1.520], [-3.385, -1.540, -0.309], [-2.796, -2.485, 4.133], [-2.691, -3.825, 2.981], [-4.258, -3.105, 3.381], [-1.614, -1.056, 3.984], [-0.006, 0.301, 4.865], [0.169, 1.893, 4.250], [-4.554, -4.149, 1.453], [-5.186, -4.907, -0.798], [-4.605, -3.469, -2.766], [-3.471, -1.304, -2.346], [2.923, 1.672, -1.440], [1.744, 1.978, -1.432], [0.929, 1.746, -0.442], [1.123, 2.751, -2.566], [1.943, 3.477, -3.420], [1.398, 4.247, -4.432], [0.020, 4.299, -4.591], [-0.804, 3.570, -3.750], [-0.261, 2.769, -2.749], [-1.392, 1.840, -1.648], [-2.077, 3.328, -0.814], [-1.171, 4.126, -0.116], [-1.587, 5.277, 0.528], [-2.922, 5.653, 0.482], [-3.822, 4.886, -0.238], [-3.409, 3.727, -0.880], [-2.805, 1.289, -2.682], [-2.775, 1.090, -4.059], [-3.838, 0.461, -4.693], [-4.928, 0.011, -3.964], [-4.952, 0.178, -2.586], [-3.894, 0.804, -1.950], [3.012, 3.429, -3.259], [2.039, 4.820, -5.089], [-0.415, 4.915, -5.367], [-1.879, 3.632, -3.872], [-0.132, 3.828, -0.076], [-0.871, 5.883, 1.068], [-3.256, 6.537, 1.010], [-4.859, 5.191, -0.296], [-4.136, 3.146, -1.429], [-1.916, 1.408, -4.632], [-3.803, 0.310, -5.765], [-5.754, -0.474, -4.467], [-5.786, -0.204, -2.011], [-3.879, 0.899, -0.869], [4.040, -2.197, 4.018], [2.175, -1.853, 3.382], [1.184, -1.686, 5.150], [1.529, -3.603, 2.683], [2.256, 0.155, 1.511], [4.117, -0.078, 0.858], [4.561, -1.325, 0.430], [5.818, -1.460, -0.141], [6.629, -0.347, -0.304], [6.198, 0.897, 0.136], [4.950, 1.029, 0.722], [2.380, 1.756, 2.733], [2.014, 3.034, 2.319], [2.071, 4.110, 3.195], [2.507, 3.925, 4.499], [2.866, 2.655, 4.929], [2.804, 1.583, 4.049], [4.083, -3.159, 4.531], [4.373, -1.423, 4.709], [4.727, -2.220, 3.173], [1.516, -2.511, 5.780], [0.101, -1.777, 5.037], [1.416, -0.758, 5.676], [1.284, -4.278, 3.504], [2.312, -4.049, 2.073], [0.658, -3.476, 2.043], [3.909, -2.185, 0.506], [6.157, -2.432, -0.476], [7.590, -0.446, -0.792], [6.831, 1.766, 0.008], [4.603, 1.999, 1.057], [1.668, 3.179, 1.304], [1.780, 5.097, 2.859], [2.571, 4.766, 5.178], [3.202, 2.500, 5.947], [3.098, 0.596, 4.390], [2.039, -3.041, -0.457], [0.723, -2.888, -1.002], [-0.335, -3.056, -0.030], [0.535, -1.439, -1.736], [0.507, -1.569, -3.076], [0.319, -0.322, -4.130], [0.547, -2.984, -3.519], [0.577, -3.456, -4.821], [0.522, -4.827, -5.027], [0.425, -5.710, -3.955], [0.434, -5.240, -2.648], [0.519, -3.877, -2.456], [0.653, -2.759, -5.644], [0.556, -5.214, -6.037], [0.365, -6.774, -4.138], [0.376, -5.916, -1.806]],
  "forces_ev_per_angstrom": [[-0.1547, 1.3510, -0.2167], [0.0068, 0.0762, -0.0841], [0.3542, 0.2654, 0.5829], [-0.2602, 0.0151, -0.5455], [0.3733, -0.1513, 0.4922], [-0.5054, 0.0190, 0.0379], [-0.1030, -0.1753, -0.0937], [-0.0040, 0.1634, -0.0208], [-0.0906, -0.0882, -0.6891], [0.0553, -0.0202, 0.2375], [-0.0739, 0.1223, -0.1720], [-0.1511, -0.2686, 0.0771], [0.6237, -0.4713, 0.1136], [0.3852, -0.1469, 0.1929], [-0.0703, -0.0950, 0.0194], [-0.0154, -0.0294, 0.0710], [0.0082, -0.0478, 0.0530], [-0.0194, 0.0462, -0.0719], [-0.0658, 0.0843, 0.0151], [0.0399, -0.0236, 0.0310], [0.0573, -0.0228, 0.0202], [-0.0111, -0.0127, 0.0048], [0.0152, -0.0054, -0.0247], [0.2312, -0.6753, 0.2725], [-0.1761, 0.1096, -0.1631], [0.3996, -0.0352, -0.0211], [-0.0808, -0.4656, 0.3504], [-0.1685, -0.0887, -0.0632], [0.0437, -0.0182, 0.0992], [-0.0124, -0.0003, -0.0119], [-0.0049, 0.0511, -0.0323], [0.0209, -0.0656, 0.0019], [0.1156, -0.0571, -0.0917], [-0.4966, 0.1547, -0.4329], [-0.0445, -0.0048, 0.1894], [0.0252, 0.0444, -0.0268], [-0.0029, 0.0157, -0.0071], [0.0077, 0.0160, 0.0060], [-0.0637, 0.0454, 0.0828], [0.0341, -0.0054, 0.0298], [0.0971, -0.2615, 0.3184], [-0.0444, -0.0394, 0.0059], [0.0929, -0.0047, -0.0864], [-0.1469, 0.1246, 0.0694], [-0.4773, 0.7508, -0.3220], [-0.0269, 0.7965, -0.0936], [0.0127, -0.0205, -0.0089], [0.0245, -0.0137, -0.0030], [-0.0094, 0.0060, 0.0050], [-0.0015, 0.0075, 0.0061], [0.0461, 0.0158, 0.0167], [0.0187, -0.0293, 0.0261], [-0.0074, 0.0408, -0.0566], [-0.0251, -0.0394, -0.0109], [0.0128, 0.0296, -0.0273], [-0.0184, -0.0109, -0.0399], [-0.0011, 0.0064, -0.0073], [-0.0002, -0.0318, -0.0061], [0.0094, 0.0349, 0.0357], [-0.0840, -0.0799, -0.0631], [-0.2767, 0.2303, -0.2383], [0.0994, -0.1951, -0.1268], [0.1638, 0.2450, -0.5622], [0.0578, 0.4511, -0.0487], [0.9219, -0.6934, 1.8002], [-0.6371, -0.0015, -0.1404], [-0.0291, 0.0123, -0.0311], [0.0233, -0.0479, 0.0221], [0.0245, -0.0072, -0.0379], [0.0539, 0.0163, 0.0822], [-0.0929, 0.0512, 0.0610], [-0.3049, -0.2374, -0.5972], [-0.0170, 0.0218, -0.0319], [0.0956, 0.0386, -0.0008], [-0.0703, 0.0044, 0.0383], [0.0635, 0.0031, 0.0133], [0.0928, -0.1516, -0.0529], [-0.1109, -0.0309, 0.0002], [0.0148, 0.0396, -0.0018], [0.0246, 0.0152, -0.0080], [0.0406, -0.0564, -0.0621], [-0.0026, -0.0644, 0.0090], [0.0495, -0.0090, 0.0504], [0.0526, 0.0551, 0.0966], [0.0142, -0.0210, -0.0169], [-0.0298, -0.0336, 0.0439], [0.0230, -0.0369, -0.0047], [-0.0143, -0.0027, -0.0169], [0.0304, -0.0023, 0.0483], [-0.0085, 0.0078, 0.0104], [0.0483, 0.0480, -0.0714], [-0.0257, 0.0152, -0.0094], [0.0032, 0.0030, -0.0199], [-0.0440, -0.0019, 0.0089], [0.0256, -0.0036, -0.0039], [0.0163, 0.0416, 0.0570], [0.3754, -0.1443, -0.2111], [0.0165, -0.6601, 0.2139], [-0.5401, -0.0529, -0.1275], [0.1516, -0.4436, 0.1728], [-0.2360, 0.7175, -0.4272], [0.1028, -0.0405, 0.0250], [0.0610, -0.4255, 0.0549], [0.0039, -0.0223, 0.0537], [0.0172, 0.0477, -0.0206], [0.0265, 0.0330, 0.0477], [0.0566, -0.1440, 0.2968], [0.0717, 0.5869, -0.3160], [-0.0828, 0.0307, 0.0104], [-0.0281, -0.0256, 0.0000], [-0.0154, -0.0079, 0.0051], [0.0501, -0.0386, -0.0062]]
}